1.
Density functional theory data (wB97M-V/def2-TZVPD) for a molecular structure, C51H102NO15Rb2 in a non-equilibrium geometry.

Element x y z (Å)
O  3.10817  2.41443  -5.18554
C  1.33852  -6.23410  -3.00423
O  2.91339  -4.25683  4.22414
H  -2.36632  2.08114  -6.55335
H  -5.87260  2.57744  -5.68067
O  -1.86078  3.07894  4.70680
N  -1.60811  0.93024  0.12570
H  -2.02933  3.18522  -5.16807
H  0.45559  -1.56523  1.03618
C  2.64674  -1.94999  -2.84157
C  -1.68691  -1.90333  -5.20254
O  -1.86898  2.33572  0.05028
H  0.34260  0.28629  2.22979
O  -0.31441  6.08051  2.49305
H  -4.15859  -3.60109  5.80282
Rb  -4.40143  1.48523  -1.23849
C  -2.40931  -6.00346  0.33231
C  4.11370  4.82289  -2.80568
H  3.24685  0.28439  2.54747
H  -3.94395  0.08362  1.46217
C  2.27090  2.25708  -6.04349
H  5.78827  1.14705  1.31110
C  5.91106  1.66817  -0.76529
H  2.12302  3.13575  -2.93008
H  -3.33802  1.47095  2.32372
C  -0.55007  0.54129  -0.80262
H  1.35878  3.58847  -7.46402
H  2.34972  5.70663  3.99902
O  -3.67182  -6.82240  -1.53410
C  1.16634  1.25901  -5.85522
H  -1.00536  -2.31643  -8.56784
C  1.28727  5.52582  4.16539
C  3.12838  0.96073  3.39263
H  -1.46320  -8.09062  -2.15280
H  5.46920  1.55369  5.22450
C  -1.68373  -8.02206  -1.08683
C  -1.23380  -2.71559  -7.58283
C  4.42486  2.01180  -0.89465
H  -0.81927  2.04578  -2.34923
H  -0.00192  -3.60847  -3.21422
H  6.70610  2.60140  0.98258
O  6.57329  1.54513  -1.76461
H  -0.85128  -2.47530  -4.80026
H  -1.54873  -0.49566  6.09616
C  -3.82475  1.97946  -5.10675
H  0.45926  -2.33512  3.35238
H  0.53716  -1.26485  -1.38174
H  6.42985  2.03847  3.78945
C  -0.90376  0.95850  -2.23569
C  -5.14279  1.79785  5.03300
H  0.81336  6.33339  4.71484
H  4.11202  4.12577  -3.64425
C  2.12862  -3.77656  3.44728
H  1.27525  4.56877  -3.69616
H  -1.88372  0.65608  -2.61237
H  -4.62944  3.85282  -5.40769
C  -4.83245  2.85492  -5.80948
H  -3.46782  -3.03847  4.27245
H  -2.65361  1.60774  7.01542
H  0.45601  2.01140  4.65870
H  -1.39718  -2.24647  6.39941
H  3.13825  3.70628  -7.36707
H  -6.24097  -0.83838  4.02766
C  -1.34141  2.58718  5.69104
H  -1.21625  -1.30406  -1.58113
H  0.68321  2.61953  6.29939
H  -5.05094  -2.45726  4.85294
H  5.70583  0.44348  3.91435
H  -2.10806  -3.36376  -7.57599
H  4.90291  4.67327  -2.07292
O  -4.01970  -0.84540  6.59688
C  1.75836  -4.47116  2.15971
H  0.67190  3.35086  2.26632
H  -1.62381  -1.62988  4.74252
H  -0.72871  -7.82185  -0.59366
H  0.75179  2.21354  -0.32798
H  1.92355  -6.87667  -2.34613
H  1.54413  -2.08989  4.73522
C  1.12078  4.27178  1.89872
C  1.65332  4.11057  -2.78396
H  2.19366  -5.46532  2.09093
C  4.27939  1.95426  3.47764
H  -0.46164  -2.79422  0.18534
C  3.39819  -0.72311  -3.26322
O  1.81623  -2.47031  -3.55738
H  -3.11256  -0.07201  3.05972
H  -0.56111  1.79019  2.43814
H  -1.62386  -1.85309  2.18013
C  -1.88685  -1.48321  5.79503
H  2.20713  4.19930  1.83667
C  0.04781  1.99730  5.66384
H  -1.43400  -5.53420  0.22364
H  0.82680  4.00965  -2.08055
H  4.38671  5.77602  -3.27207
O  0.56667  -5.32770  -0.94652
H  2.11411  -3.89517  1.30477
H  -3.17534  -5.22466  0.30227
H  3.35390  0.02915  -2.47152
H  -2.55059  -1.60184  0.73312
C  -2.07702  2.53831  7.00776
H  1.48208  0.43533  -5.21071
H  2.20148  1.51929  3.28420
C  2.87651  -2.44747  -1.43369
H  -0.14200  0.59123  -2.93080
C  -4.04136  -2.73606  5.14858
H  -2.56482  -6.60176  1.23055
C  -6.47641  0.12757  3.58205
H  4.36207  2.49909  -1.86116
C  -6.44489  1.11497  4.71196
H  3.07571  -0.24016  -4.17993
H  -1.39107  2.55443  7.85464
H  -7.39923  0.09469  3.00722
H  -5.24711  2.20721  6.03569
H  3.80127  1.13189  -0.73116
H  1.56950  0.96217  -1.27051
H  -1.14120  -4.98306  -3.56700
C  -2.69295  -6.91052  -0.83921
C  -1.41567  -1.56058  -6.63893
H  -5.73449  0.44381  2.84181
C  -0.44802  -1.73155  0.44324
O  -4.14429  1.17776  -4.24383
H  -0.96228  0.38613  3.41784
H  0.77003  -6.82417  -3.71804
H  -0.36529  -3.26639  -7.21369
H  0.67437  -4.60512  2.16752
C  -0.64442  0.70293  2.41819
C  -1.73206  0.26941  1.44016
H  -4.27300  1.14834  4.96731
C  -3.37931  -1.58024  5.87801
C  -3.12150  0.42712  2.09079
H  -4.98596  2.62068  4.33037
H  -1.27813  -4.13557  -2.05534
Rb  -2.96161  4.29171  2.06289
C  -0.41128  -1.01295  -0.90288
H  3.06802  0.44671  4.35338
O  2.60499  5.59173  -1.15505
H  -4.58941  2.88668  -6.87213
C  0.47413  -5.33256  -2.15506
H  2.40397  2.31844  -8.14993
C  -2.38296  2.19806  -5.46562
C  0.81777  1.13441  -0.49605
H  4.47114  -0.93629  -3.31276
H  1.13109  4.56743  4.66323
H  2.09714  -5.62367  -3.50380
H  -2.75747  3.37908  7.12457
H  1.25677  0.72153  0.41952
H  -1.74546  1.43351  -5.04112
H  0.83266  4.48319  0.86821
C  0.64460  5.40161  2.80410
C  6.48715  1.60161  0.60509
O  4.16157  3.09971  3.11457
H  0.28393  1.61952  -5.32797
C  2.28599  3.03129  -7.33024
H  2.62029  -1.60100  -0.78442
H  4.06189  2.71290  -0.13547
H  -2.62587  -2.45320  -5.11197
C  5.55031  1.50503  4.13725
H  2.23293  -3.28978  -1.19279
H  0.03328  0.98360  6.06055
H  3.92345  -2.66654  -1.22121
O  -7.45788  1.39089  5.30755
O  -1.21712  -0.41288  -6.97673
H  2.09730  -1.72212  3.13276
H  7.37910  0.97532  0.59757
H  -1.99814  -9.00053  -0.72469
H  -1.77054  -1.01203  -4.58116
C  2.75701  4.91013  -2.14449
C  -1.64831  -1.26436  1.25622
H  0.83325  0.88597  -6.82187
C  1.48629  -2.43366  3.70372
C  -0.56022  -4.45541  -2.80993

Values from the calculation:
lowest unoccupied orbital energy	-0.1091	Ha
strongest force on any atom	0.039	Eh/bohr
HOMO level	-0.31937	hartree
HOMO-LUMO gap	5.721	eV
net charge	+1



2.
Density functional theory data (wB97M-V/def2-TZVPD) for 19 unconnected molecules or ions with the total composition C51H112O53S10 in a non-equilibrium geometry.

Element x y z (Å)
H  0.68608  2.09058  2.70312
O  0.99772  4.57411  -6.72219
H  -5.28867  -9.37998  1.60806
S  0.22566  -4.03857  -1.39584
O  3.86276  -5.72079  -0.68844
H  3.27744  0.34878  2.85812
O  7.28648  -3.83661  -4.03231
O  5.24909  -3.44489  -4.66177
C  -4.96116  0.92275  0.10428
C  3.44460  -0.54289  2.25390
H  1.84212  5.69460  0.87110
H  -1.88650  -0.35341  -6.94667
H  -6.12688  4.70181  -1.96232
H  -5.85126  0.57070  -0.41715
C  -5.92823  -0.17133  -3.34173
O  -2.84583  -6.08970  4.40556
O  -1.72436  5.99852  -3.23700
H  5.52891  -3.12667  -1.60292
H  5.95276  -4.74926  5.06170
H  -5.66788  -4.94945  -1.28764
O  0.52205  3.55377  3.97100
C  0.64578  0.46743  -0.89559
C  0.48431  -5.79974  -1.30974
C  -5.80168  -8.42275  1.51511
C  -0.19697  -0.31735  0.98286
C  2.98165  -0.20166  -3.57134
H  -0.48135  -2.03065  -2.73185
H  -1.23875  1.11841  -1.71768
C  3.87514  -3.80186  -4.39917
C  1.18307  -1.19924  9.28093
H  -0.70339  2.05869  -0.35796
S  -4.06354  1.99607  -1.07209
H  -5.77557  0.15891  7.62938
H  4.32639  5.08842  -0.41618
H  -1.48154  2.94646  1.50862
H  10.30176  2.79881  -3.58641
C  -1.02541  -2.78927  -3.29451
H  2.27839  -3.17938  0.85373
C  -1.00607  6.95111  -2.57206
H  -0.86676  1.98606  3.55299
C  4.65280  -1.25770  2.94313
H  5.17249  3.32616  -5.36236
H  5.54454  2.72437  -3.66545
H  0.55515  -2.28944  5.87210
O  2.82094  3.59761  -0.64762
H  0.74416  4.02240  7.28385
H  -0.13041  -0.58592  5.30192
H  3.33289  -5.42542  -3.22585
H  2.70825  6.72901  -0.26224
H  1.88692  -5.03055  3.32131
O  0.85120  1.70616  5.72167
C  -5.14346  -0.72793  7.58393
C  -6.68582  1.78445  -4.14963
H  -4.23347  -2.01557  6.15975
C  4.22174  4.01439  -0.56982
C  1.81969  6.11040  -0.13623
C  -4.83755  -1.10830  6.15276
C  -2.39468  6.01493  -1.05598
O  2.31835  5.17750  -2.72193
O  0.14943  -2.01013  8.71150
H  -0.66060  -2.67718  -4.31551
H  -2.75343  -4.97633  1.10188
H  1.83303  2.24040  -5.25810
H  -1.98111  5.32939  -0.31633
H  -0.39552  -6.37726  -1.02604
H  -3.43173  -1.65205  2.42414
H  0.80060  -6.21186  -2.26798
H  2.44630  4.43662  6.71425
H  2.42000  -3.34986  3.56322
O  5.57452  6.06971  -5.10192
H  -1.51487  1.39328  -5.89553
H  -4.70580  -3.75415  0.59484
O  -3.49840  1.04474  -2.04280
C  1.96651  -4.04688  2.85852
S  6.05788  5.12098  -4.05426
H  5.06815  2.32695  0.72976
H  -3.29047  6.42903  -0.59317
H  1.39517  -0.35954  8.61910
O  -3.67284  1.05847  3.17702
H  5.06375  -2.38344  0.11799
C  4.09458  -5.21206  -3.97579
C  2.26881  1.24328  -5.19539
O  -0.63255  -3.53686  -0.30350
S  4.65285  -4.74798  0.02337
H  0.90324  6.69512  -0.21567
C  -5.89995  -3.88860  -1.19362
H  -4.24505  0.11039  0.22815
H  -7.38087  4.71957  0.18278
O  -5.30225  0.01505  -4.48996
H  2.56068  -1.18065  2.26099
O  6.83317  -1.82241  4.92243
C  0.53172  5.22254  -5.51926
O  1.46698  -3.39068  -1.72885
H  -1.72184  4.15691  2.80347
O  -1.12609  2.23439  -5.65549
H  -7.80514  3.37586  -0.79126
C  1.25434  6.51161  -5.63218
H  3.19574  -3.78348  -5.25132
H  7.81593  3.18242  -3.19864
O  -5.28582  2.82815  -1.80291
H  0.72077  4.67690  -4.59479
O  5.98918  -5.19875  0.39943
H  -5.76411  -1.38209  5.64815
S  1.45150  2.93496  5.15922
H  5.60471  -0.75372  2.77587
C  -5.32779  1.38569  -4.77492
H  0.45392  7.24650  -5.54635
H  0.84641  -0.90233  10.27422
H  1.38714  1.22147  -1.15998
H  -5.51095  -3.55531  -2.15575
O  6.06342  5.50459  -2.64383
H  -5.06983  1.55503  0.98548
C  1.25680  0.12734  -4.91085
O  -8.84028  -2.96983  0.34786
H  2.23762  -3.12945  9.52292
H  -6.69261  3.12823  0.47222
H  5.46729  -3.88422  3.52088
O  -5.82085  -1.13737  -2.64361
C  1.40069  4.27602  6.45155
H  4.28866  -4.37962  4.68100
O  3.12215  1.07255  -4.10636
H  1.96185  -4.86110  0.88773
H  4.74709  -2.22707  2.45370
C  -0.98437  3.61672  2.20981
H  9.17626  2.37405  -4.90958
H  -3.68811  5.68811  -2.65921
O  -0.03304  7.61284  -2.89644
O  -5.75207  -0.44401  3.43256
H  0.30465  0.48829  -4.52196
H  -6.59604  2.84227  -3.90252
C  9.61480  3.19089  -4.33638
H  -4.13795  -2.44317  3.93720
S  -3.52498  -5.82143  3.13719
H  3.93559  -5.79155  -4.88519
H  4.66451  3.79398  -1.54114
O  -6.57648  -2.75858  0.60992
C  -0.74828  1.04159  -0.74730
H  8.70060  4.67075  -2.88348
O  0.92651  0.05796  0.42099
H  5.68942  4.00247  1.08095
O  -6.82669  0.85063  -3.10332
H  -3.28644  -0.12057  -6.41955
O  0.49013  4.08167  -1.43134
H  1.04098  -0.24166  -5.91353
O  -4.25729  -0.02764  5.42432
O  -1.20405  0.02339  7.96145
C  -4.75612  -7.32599  1.27773
H  -4.79107  -2.28827  -0.44154
O  2.21293  4.92423  -8.54606
C  -3.52338  -1.65061  3.51027
H  2.82447  1.15203  -6.12868
C  2.48609  -4.07772  1.43507
O  2.80679  2.78124  4.61805
H  2.97100  -1.88443  8.46954
H  3.71119  -0.20000  1.25417
S  -0.84015  -1.29174  7.55152
O  3.67230  -0.69579  -2.65325
H  -2.65743  4.31048  -2.33536
H  -4.15331  -7.53455  0.39386
H  -5.28540  1.43644  -5.86291
H  4.04248  3.40485  1.43995
O  -4.59865  -4.83002  3.02100
H  -3.07681  -3.44609  -3.30427
O  1.92509  6.41082  -6.88779
H  -5.05469  4.67598  -0.65859
H  0.65619  -0.32596  -1.64294
O  -0.28425  -0.98310  1.99742
C  -2.20462  -5.34621  1.96796
H  -5.26885  -6.37378  1.14170
H  -6.42025  -8.25793  2.39732
O  5.46387  -5.24877  -3.60361
S  -4.38936  -0.07166  3.79039
H  1.28133  -0.76428  6.28206
H  3.89801  -2.80365  -1.17134
H  -1.53912  -6.19952  1.83731
H  0.90862  -3.78923  2.90945
C  -5.35073  -3.11979  -0.01323
O  -1.36712  7.00693  -1.27712
H  -5.65575  -1.47587  8.18911
O  5.04251  -2.32280  6.59215
H  -1.87040  2.77753  -5.39622
H  1.96597  6.63464  -4.81576
H  -7.49482  1.73198  -4.87823
C  5.30865  -4.00562  4.59242
H  3.11331  -1.70815  10.19529
H  -2.55970  -1.59383  4.01643
O  -7.26190  -3.54662  -1.32769
O  -3.22714  2.94417  -0.32272
H  -6.48817  -8.52232  0.67433
C  -6.94962  3.84625  -0.30655
O  -2.36417  -0.06145  -6.17025
C  -5.77764  4.04016  -1.16963
C  -7.68328  -3.11475  -0.07154
O  4.32585  -1.49076  4.31482
H  1.15350  -6.04437  -0.48486
O  -3.92132  -7.22281  2.40849
S  1.79194  4.68463  -1.44898
O  -1.96183  -2.21902  7.32653
H  4.16355  3.72477  -3.84630
C  4.85912  3.39665  0.71806
C  -2.50455  -2.56405  -3.01683
C  4.87229  -3.03019  -0.73825
H  3.45633  -3.19982  -3.59280
H  -4.49599  1.99190  -4.41617
C  -0.15464  2.66779  3.08799
C  0.32831  -1.23752  6.04561
O  7.56979  4.61952  -4.53738
O  -0.60445  -4.04453  -2.85316
C  2.44886  -2.06621  9.40891
C  6.09906  -4.20342  -4.17078
H  -0.52808  5.47488  -5.48415
S  5.48524  -2.29356  5.21687
H  -4.22021  -0.42122  8.07550
C  -2.68254  5.40005  -2.35271
H  -2.58028  -2.55620  -1.92949
C  8.40510  3.97159  -3.66575
H  10.25345  3.80358  -4.97266
H  -2.91697  -1.69435  -3.52833
O  1.97313  -0.78494  -4.04963
H  1.05196  5.16336  5.92323
C  5.13767  3.51950  -4.29021
H  -0.32388  4.39415  1.82581
C  1.83377  5.25845  -7.43417
O  -1.22303  0.16470  0.24013
O  3.88542  -4.25085  1.43647
H  -1.55597  -4.59391  2.41674

Values from the calculation:
lowest unoccupied orbital energy	-0.0247	Ha
strongest force on any atom	0.141	Eh/bohr
HOMO level	-0.38591	hartree
HOMO-LUMO gap	9.828	eV